Molecular formula: C37H73FINO6S4Si
Method: DFT, ωB97M-V/def2-TZVPD

Bonds (Å) are listed after each position.
Cartesian coordinates (Å):
1 I -3.319 3.255 -1.655  C33 2.233
2 S 4.862 7.539 2.864  O12 1.500, C39 1.809, C47 1.809
3 S 1.009 3.719 4.118  O13 1.500, C46 1.809, C48 1.809
4 S -4.416 4.331 5.581  O8 1.500, C30 1.809, C50 1.809
5 S 1.105 -5.632 1.886  O10 1.500, C41 1.809, C51 1.809
6 Si 3.698 -3.672 -2.031  C17 1.961, C19 1.965, C21 1.928, C27 1.964
7 F -3.961 -3.505 0.580  C32 1.481
8 O -3.169 4.193 4.760  S4 1.500
9 O -2.080 1.452 -3.670  C24 1.471, C33 1.472
10 O 1.945 -4.431 2.205  S5 1.500
11 O -2.749 -0.676 -0.651  C40 1.471, C45 1.471
12 O 3.387 7.810 2.856  S2 1.500
13 O 2.186 2.834 3.834  S3 1.500
14 N -3.457 -0.641 -5.447  C15 1.513, C29 1.512, H64 1.043
15 C -3.717 -2.121 -5.278  N14 1.513, H86 1.187, H94 1.193, H98 1.190
16 C 3.214 -0.949 -0.835  C19 1.639, C37 1.672, H82 1.171, H90 1.179
17 C 5.415 -3.674 -1.084  Si6 1.961, H67 1.187, H85 1.188, H122 1.182
18 C 2.531 -7.914 -0.595  C28 1.641, C43 1.646, H89 1.181
19 C 2.464 -2.333 -1.294  Si6 1.965, C16 1.639, H55 1.170, H123 1.192
20 C 1.323 -5.511 -2.596  C27 1.659, C36 1.640, H91 1.191
21 C 4.046 -3.283 -3.887  Si6 1.928, H74 1.192, H84 1.192, H88 1.190
22 C 1.618 2.564 -0.911  C35 1.673, C38 1.639, H72 1.194, H116 1.176
23 C -0.846 1.386 -1.351  C33 1.639, C35 1.639, H70 1.193, H81 1.194
24 C -1.307 0.323 -4.208  O9 1.471, C29 1.661, C42 1.673, H124 1.176
25 C -6.389 -3.204 -0.398  C32 1.672, H68 1.194, H118 1.170, H121 1.170
26 C 2.958 1.012 0.947  C37 1.641, C38 1.669, H92 1.180, H99 1.194
27 C 2.762 -5.381 -1.780  Si6 1.964, C20 1.659, C28 1.643
28 C 3.395 -6.534 -0.795  C18 1.641, C27 1.643, H93 1.179
29 C -1.975 -0.365 -5.564  N14 1.512, C24 1.661, H75 1.194, H113 1.179
30 C -5.824 4.285 4.445  S4 1.809, H63 1.093, H87 1.093, H96 1.092
31 C -3.452 2.253 1.888  C49 1.428, H112 1.191
32 C -5.219 -2.733 0.700  F7 1.481, C25 1.672, C34 1.639, H100 1.193
33 C -2.243 1.379 -2.209  I1 2.233, O9 1.472, C23 1.639, C40 1.673
34 C -5.063 -1.111 0.516  C32 1.639, C45 1.639, H66 1.182, H80 1.192
35 C 0.070 2.735 -1.519  C22 1.673, C23 1.639, H61 1.194, H120 1.177
36 C 0.459 -6.891 -2.396  C20 1.640, C43 1.659, H56 1.185
37 C 2.575 -0.558 0.661  C16 1.672, C26 1.641, H111 1.180, H119 1.177
38 C 1.654 2.003 0.629  C22 1.639, C26 1.669, H65 1.193, H83 1.170
39 C 5.086 5.745 2.801  S2 1.809, H79 1.093, H95 1.093, H101 1.092
40 C -3.283 0.156 -1.740  O11 1.471, C33 1.673, H71 1.194, H109 1.172
41 C -0.246 -5.083 0.816  S5 1.809, H60 1.093, H77 1.092, H103 1.093
42 C 0.139 0.979 -4.733  C24 1.673, C44 1.641, H97 1.194, H102 1.194
43 C 1.092 -8.041 -1.383  C18 1.646, C36 1.659, H105 1.174
44 C 1.456 0.268 -4.061  C42 1.641, H62 1.186, H107 1.170, H110 1.180
45 C -3.526 -0.546 0.591  O11 1.471, C34 1.639, C49 1.661, H104 1.194
46 C 1.549 5.431 3.887  S3 1.809, H54 1.092, H106 1.093, H108 1.093
47 C 5.483 7.859 1.196  S2 1.809, H52 1.093, H57 1.093, H59 1.092
48 C 0.830 3.826 5.915  S3 1.809, H73 1.092, H78 1.093, H114 1.093
49 C -3.517 0.986 1.234  C31 1.428, C45 1.661
50 C -4.591 6.077 6.018  S4 1.809, H58 1.093, H76 1.092, H117 1.093
51 C 0.069 -5.970 3.330  S5 1.809, H53 1.092, H69 1.093, H115 1.093
52 H 5.405 8.930 0.995  C47 1.093
53 H -0.643 -6.763 3.091  C51 1.092
54 H 0.753 6.110 4.202  C46 1.092
55 H 1.541 -2.191 -1.998  C19 1.170
56 H -0.588 -6.996 -2.941  C36 1.185
57 H 4.888 7.308 0.464  C47 1.093
58 H -3.783 6.348 6.702  C50 1.093
59 H 6.531 7.555 1.132  C47 1.092
60 H -0.760 -4.232 1.271  C41 1.093
61 H -0.364 3.688 -0.945  C35 1.194
62 H 2.079 -0.370 -4.844  C44 1.186
63 H -5.890 3.283 4.014  C30 1.093
64 H -3.930 -0.055 -4.725  N14 1.043
65 H 1.807 2.936 1.357  C38 1.193
66 H -5.639 -0.792 -0.466  C34 1.182
67 H 5.217 -4.096 0.008  C17 1.187
68 H -7.193 -2.325 -0.480  C25 1.194
69 H 0.711 -6.297 4.151  C51 1.093
70 H -0.267 0.375 -1.609  C23 1.193
71 H -3.449 -0.581 -2.665  C40 1.194
72 H 2.040 3.680 -0.866  C22 1.194
73 H 0.059 4.560 6.161  C48 1.092
74 H 4.428 -2.159 -3.989  C21 1.192
75 H -1.853 0.412 -6.462  C29 1.194
76 H -5.552 6.235 6.513  C50 1.092
77 H -0.947 -5.906 0.662  C41 1.092
78 H 0.530 2.846 6.294  C48 1.093
79 H 4.725 5.316 3.739  C39 1.093
80 H -5.673 -0.615 1.411  C34 1.192
81 H -1.144 1.330 -0.197  C23 1.194
82 H 4.384 -0.996 -0.821  C16 1.171
83 H 0.687 1.447 0.981  C38 1.170
84 H 3.089 -3.429 -4.584  C21 1.192
85 H 5.878 -2.583 -1.003  C17 1.188
86 H -3.323 -2.567 -4.250  C15 1.187
87 H -5.681 5.015 3.645  C30 1.093
88 H 4.887 -3.980 -4.359  C21 1.190
89 H 2.979 -8.723 0.140  C18 1.181
90 H 2.911 -0.104 -1.599  C16 1.179
91 H 0.915 -4.626 -3.280  C20 1.191
92 H 3.890 1.277 0.274  C26 1.180
93 H 4.431 -6.300 -0.284  C28 1.179
94 H -3.069 -2.669 -6.116  C15 1.193
95 H 4.515 5.327 1.968  C39 1.093
96 H -6.742 4.504 4.994  C30 1.092
97 H 0.149 2.168 -4.622  C42 1.194
98 H -4.839 -2.444 -5.510  C15 1.190
99 H 3.223 1.080 2.109  C26 1.194
100 H -5.719 -2.923 1.766  C32 1.193
101 H 6.147 5.513 2.683  C39 1.092
102 H 0.229 0.793 -5.909  C42 1.194
103 H 0.174 -4.781 -0.146  C41 1.093
104 H -2.965 -1.220 1.402  C45 1.194
105 H 0.447 -9.009 -1.221  C43 1.174
106 H 1.759 5.589 2.826  C46 1.093
107 H 1.072 -0.446 -3.218  C44 1.170
108 H 2.455 5.618 4.468  C46 1.093
109 H -4.331 0.638 -1.530  C40 1.172
110 H 2.145 1.136 -3.658  C44 1.180
111 H 3.003 -1.319 1.454  C37 1.180
112 H -3.472 3.236 2.560  C31 1.191
113 H -1.348 -1.315 -5.870  C29 1.179
114 H 1.781 4.115 6.369  C48 1.093
115 H -0.465 -5.063 3.627  C51 1.093
116 H 2.321 1.994 -1.662  C22 1.176
117 H -4.526 6.695 5.119  C50 1.093
118 H -6.967 -4.165 -0.066  C25 1.170
119 H 1.417 -0.757 0.588  C37 1.177
120 H 0.219 3.068 -2.638  C35 1.177
121 H -5.871 -3.272 -1.445  C25 1.170
122 H 6.224 -4.335 -1.637  C17 1.182
123 H 2.042 -2.833 -0.297  C19 1.192
124 H -1.125 -0.530 -3.418  C24 1.176

Values from the calculation:
- HOMO-LUMO gap: 0.313 Ha
- M: 930.248 g mol⁻¹
- HOMO energy: -8.20 eV
- Spin multiplicity: 1

Löwdin population analysis, charges in e, atoms 1 to 8: I 0.86; S 0.81; S 0.81; S 0.82; S 0.78; Si 0.53; F -0.10; O -0.58